20
Properties=species:S:1:pos:R:3:forces:R:3:mulliken_charge:R:1 method="wB97M-V/def2-TZVPD" de_lowest_ev=2.029 homo_energy_ev=-8.890 multiplicity=1 total_energy_ha=-735.0498
C 0.941734 -0.578085 -1.203493 0.7 0.8 -0.3 -0.2015
C 1.031516 1.782519 -0.588226 -0.1 1.4 1.6 0.0856
C 0.543438 -0.538317 1.192221 -3.4 -0.3 -3.6 -0.9641
C -0.628811 0.056262 1.387474 -0.3 0.7 0.2 0.7701
C -1.862586 0.063066 -0.721858 -1.7 -1.1 -2.3 0.7142
N 0.894732 0.671209 -1.360450 -0.6 1.0 -1.3 -0.4415
N 0.852594 -1.183076 -0.032541 0.4 -1.0 2.4 0.3999
N 1.988945 1.948666 0.234020 0.9 -2.3 -1.1 -0.5814
O 1.200825 -2.523172 0.118287 2.4 0.7 0.2 -0.4877
O -1.587566 0.509692 0.478139 0.6 0.6 1.5 -0.3825
O -0.964312 0.553579 2.617794 0.6 -0.5 -1.2 -0.5040
O -1.511366 -1.209227 -0.901606 -0.1 -1.7 -2.6 -0.4563
O -2.536348 0.632943 -1.536844 0.6 0.8 0.7 -0.5673
H 0.994151 -1.187932 -2.094527 0.2 -0.5 0.1 0.4526
H 0.249220 2.582467 -0.649198 0.4 -0.7 -0.8 0.3754
H 1.058158 -0.551411 2.043014 2.9 -0.7 2.9 0.5282
H 2.271478 2.847140 0.513810 -0.6 1.5 0.6 0.2204
H -1.881720 0.771102 2.491639 -0.8 0.5 0.5 0.3556
H -1.629211 -1.440617 -1.913397 0.0 0.9 3.0 0.3705
H 0.575138 -3.206805 -0.074261 -1.8 0.2 -0.4 0.3136